[1]
This record from the OMol25 dataset describes an isolated molecule of C12H24NO5P. The level of theory is ωB97M-V/def2-TZVPD.

The value obtained for the molar mass is 293.30 g mol⁻¹. The value obtained for the frontier orbital gap is 9.055 eV. The spin multiplicity is 1. As for the energy relative to the best compared isomer or geometry (same formula, charge and spin): 6.4 kcal per mole. The LUMO energy comes out at 0.780 eV.

Geometry (Å):
C (-2.982, 2.275, 0.224)
C (-1.682, 3.099, 0.348)
P (-0.319, 2.246, -0.541)
C (1.190, 3.309, -0.402)
C (1.708, 3.726, -1.788)
C (-0.043, 0.734, 0.502)
O (-0.704, 0.542, 1.502)
O (0.908, -0.077, 0.030)
C (0.717, -1.505, 0.036)
C (1.580, -2.082, 1.227)
C (1.498, -1.354, 2.556)
N (0.378, -1.807, 3.400)
C (1.439, -2.034, -1.214)
O (1.655, -3.424, -1.123)
O (0.792, -4.051, -2.095)
C (-0.681, -2.060, 0.227)
C (-1.742, -1.653, -0.806)
C (-1.305, -0.609, -1.952)
O (-1.667, -2.156, -2.021)
H (-2.793, 1.278, -0.156)
H (-3.411, 2.163, 1.215)
H (-3.697, 2.799, -0.400)
H (-1.418, 3.140, 1.405)
H (-1.791, 4.110, -0.028)
H (0.867, 4.209, 0.117)
H (1.970, 2.836, 0.184)
H (1.322, 4.709, -2.046)
H (2.791, 3.802, -1.803)
H (1.378, 3.049, -2.569)
H (1.228, -3.098, 1.372)
H (2.620, -2.139, 0.917)
H (1.531, -0.270, 2.458)
H (2.397, -1.622, 3.111)
H (-0.472, -1.341, 3.103)
H (0.554, -1.449, 4.330)
H (2.407, -1.535, -1.232)
H (0.925, -1.801, -2.139)
H (1.077, -4.966, -2.017)
H (-0.647, -3.137, 0.078)
H (-1.113, -1.807, 1.187)
H (-2.759, -1.517, -0.428)
H (-1.444, -0.488, -3.024)
H (-2.265, -0.042, -1.746)

Atom charges from the natural (NBO) analysis, given in e for atoms 1 to 6: -0.602 -0.712 0.719 -0.701 -0.610 0.578


[2]
This record from the OMol25 dataset describes a cluster of 4 separate species, C12H24O12 in total. The level of theory is ωB97M-V/def2-TZVPD.

The value obtained for the molar mass is 360.31 g mol⁻¹. The value obtained for the frontier orbital gap is 10.743 eV. The spin multiplicity is 1. As for the energy relative to the best compared isomer or geometry (same formula, charge and spin): 161.0 kcal per mole. The LUMO energy comes out at 0.535 eV.

Geometry (Å):
C (-24.606, -24.788, 22.953)
O (-24.884, -23.726, 23.868)
C (-25.566, -23.849, 24.994)
O (-26.262, -24.896, 25.137)
O (-25.689, -22.819, 25.785)
C (-26.679, -22.849, 26.861)
H (-25.273, -24.915, 22.116)
H (-24.502, -25.745, 23.381)
H (-23.609, -24.355, 22.433)
H (-27.837, -22.821, 26.592)
H (-26.756, -22.078, 27.480)
H (-26.412, -23.589, 27.406)
C (-27.764, -18.392, 29.482)
O (-27.927, -19.763, 29.029)
C (-28.866, -20.584, 29.429)
O (-29.651, -20.053, 30.247)
O (-28.867, -21.808, 29.129)
C (-29.792, -22.741, 29.597)
H (-28.415, -17.488, 29.261)
H (-26.644, -18.163, 29.195)
H (-27.864, -18.093, 30.559)
H (-29.332, -23.781, 29.172)
H (-30.585, -22.447, 29.070)
H (-29.904, -22.680, 30.573)
C (-28.707, -22.973, 20.360)
O (-27.931, -22.350, 21.332)
C (-26.747, -21.921, 20.914)
O (-26.317, -22.068, 19.807)
O (-26.061, -21.206, 21.783)
C (-24.691, -20.948, 21.725)
H (-28.411, -23.940, 20.138)
H (-28.976, -22.228, 19.553)
H (-29.611, -23.164, 21.080)
H (-24.479, -20.164, 22.337)
H (-24.414, -20.965, 20.680)
H (-24.110, -21.790, 22.197)
C (-19.840, -20.297, 22.096)
O (-20.115, -20.669, 23.392)
C (-21.176, -21.207, 23.802)
O (-21.919, -21.675, 23.009)
O (-21.351, -21.312, 25.057)
C (-22.566, -21.989, 25.520)
H (-18.716, -20.149, 21.905)
H (-20.209, -19.317, 21.827)
H (-20.063, -20.972, 21.381)
H (-22.645, -22.947, 25.090)
H (-23.447, -21.631, 24.969)
H (-22.650, -22.005, 26.696)

Atom charges from the natural (NBO) analysis, given in e for atoms 1 to 6: -0.248 -0.513 0.988 -0.689 -0.499 -0.217


[3]
This record from the OMol25 dataset describes a structure of composition C12H25AuN3NbO3. The level of theory is ωB97M-V/def2-TZVPD.

The value obtained for the molar mass is 549.22 g mol⁻¹. The charge is +2. The value obtained for the frontier orbital gap (alpha / beta) is 4.775 / 4.773 eV. The spin multiplicity is 1. As for the energy relative to the best compared isomer or geometry (same formula, charge and spin): 0.0 kcal per mole. The LUMO energy (alpha / beta) comes out at -10.714 / -10.714 eV.

Geometry (Å):
N (-1.848, -0.657, 1.217)
C (-2.946, -0.948, 1.626)
O (-4.011, -1.270, 1.942)
Au (-2.366, 2.223, 2.934)
Nb (0.043, -0.051, 1.280)
N (0.194, 1.637, 0.236)
N (0.756, -1.520, 0.147)
C (-0.405, 2.430, -0.818)
C (0.159, -2.506, -0.758)
C (-0.106, 3.912, -0.647)
C (0.151, 1.975, -2.162)
C (-1.910, 2.226, -0.786)
C (-0.519, -3.563, 0.101)
C (1.186, -3.173, -1.661)
C (-0.876, -1.810, -1.628)
H (-0.419, 4.280, 0.336)
H (-0.656, 4.473, -1.401)
H (0.951, 4.156, -0.793)
H (1.242, 2.087, -2.196)
H (-0.277, 2.586, -2.957)
H (-0.091, 0.928, -2.356)
H (-2.195, 1.175, -0.850)
H (-2.341, 2.755, -1.633)
H (-2.334, 2.647, 0.140)
H (0.206, -4.032, 0.778)
H (-0.948, -4.331, -0.546)
H (-1.319, -3.118, 0.699)
H (1.885, -3.805, -1.103)
H (1.746, -2.431, -2.240)
H (0.659, -3.820, -2.365)
H (-1.382, -2.561, -2.242)
H (-0.393, -1.075, -2.282)
H (-1.641, -1.311, -1.027)
C (1.606, 1.978, 0.547)
H (2.031, 1.256, 1.277)
H (2.244, 1.976, -0.350)
H (1.652, 2.973, 1.017)
C (2.134, -1.821, 0.609)
H (2.435, -1.111, 1.407)
H (2.196, -2.840, 1.023)
H (2.852, -1.727, -0.219)
O (0.773, 1.608, 3.436)
C (0.667, 0.492, 3.955)
O (0.392, -0.592, 3.277)
H (0.823, 0.300, 5.033)

Atom charges from the natural (NBO) analysis, given in e for atoms 1 to 6: -0.857 0.905 -0.377 0.922 2.020 -0.650


[4]
This record from the OMol25 dataset describes a structure of composition C12H25BN7RuS2. The level of theory is ωB97M-V/def2-TZVPD.

As for the expectation value of S²: 6.03. The value obtained for the molar mass is 443.40 g mol⁻¹. The charge is +3. The value obtained for the frontier orbital gap (alpha / beta) is 7.729 / 5.367 eV. The spin multiplicity is 5. As for the energy relative to the best compared isomer or geometry (same formula, charge and spin): 0.0 kcal per mole. The LUMO energy (alpha / beta) comes out at -9.905 / -12.462 eV.

Geometry (Å):
Ru (0.489, -1.127, 0.004)
N (1.862, -2.179, -1.337)
C (1.524, -3.629, -1.284)
C (1.344, -4.025, 0.162)
N (0.413, -3.090, 0.878)
C (-1.018, -3.538, 0.943)
C (-1.770, -3.226, -0.337)
N (-1.627, -1.781, -0.661)
H (1.867, -1.853, -2.301)
H (2.822, -2.046, -1.012)
H (2.308, -4.235, -1.740)
H (0.616, -3.776, -1.867)
H (2.304, -3.984, 0.680)
H (0.978, -5.050, 0.242)
H (0.735, -3.039, 1.843)
H (-1.477, -3.019, 1.786)
H (-1.054, -4.607, 1.157)
H (-2.819, -3.499, -0.211)
H (-1.392, -3.810, -1.174)
H (-2.275, -1.225, -0.106)
H (-1.870, -1.618, -1.634)
C (1.577, 2.817, -3.583)
N (0.358, 2.851, -2.753)
C (-0.678, 3.665, -2.926)
C (-1.599, 3.385, -1.894)
N (-1.101, 2.416, -1.131)
B (-1.810, 1.868, 0.191)
N (-0.886, 2.172, 1.407)
C (-0.724, 3.399, 1.999)
C (0.050, 3.242, 3.105)
N (0.351, 1.909, 3.197)
C (1.099, 1.293, 4.302)
C (-0.226, 1.278, 2.164)
S (-0.289, -0.448, 1.982)
C (0.110, 2.045, -1.648)
S (1.229, 0.900, -1.162)
H (1.470, 3.565, -4.364)
H (1.677, 1.830, -4.026)
H (2.436, 3.049, -2.959)
H (-0.732, 4.389, -3.725)
H (-2.547, 3.856, -1.685)
H (-2.828, 2.484, 0.274)
H (-1.967, 0.687, 0.059)
H (-1.183, 4.291, 1.608)
H (0.401, 3.959, 3.828)
H (1.748, 2.048, 4.735)
H (1.703, 0.476, 3.920)
H (0.402, 0.930, 5.054)

Atom charges from the natural (NBO) analysis, given in e for atoms 1 to 6: 0.923 -0.822 -0.247 -0.256 -0.592 -0.248


[5]
This record from the OMol25 dataset describes a cluster of 2 separate species, C12H25Cl3N3O in total. The level of theory is ωB97M-V/def2-TZVPD.

As for the expectation value of S²: 0.75. The value obtained for the molar mass is 333.71 g mol⁻¹. The value obtained for the frontier orbital gap (alpha / beta) is 8.466 / 9.712 eV. The spin multiplicity is 2. As for the energy relative to the best compared isomer or geometry (same formula, charge and spin): 0.0 kcal per mole. The LUMO energy (alpha / beta) comes out at 0.582 / 0.581 eV.

Geometry (Å):
C (4.297, -0.324, 1.599)
C (3.677, 0.139, 0.287)
N (2.526, -0.644, -0.151)
C (1.290, -0.630, 0.647)
N (1.462, -1.599, 1.750)
C (0.962, 0.735, 1.298)
C (0.110, 1.694, 0.473)
C (0.829, 2.193, -0.785)
C (-0.295, 2.891, 1.329)
N (-1.149, 1.000, 0.064)
O (-1.881, 1.643, -0.755)
C (-1.242, -0.500, 0.087)
C (-2.264, -0.940, -0.951)
C (-1.716, -0.957, 1.470)
C (0.144, -1.029, -0.298)
H (3.775, 0.058, 2.477)
H (4.296, -1.412, 1.676)
H (5.334, 0.012, 1.656)
H (4.419, 0.043, -0.508)
H (3.447, 1.212, 0.363)
H (2.300, -0.371, -1.098)
H (2.199, -2.239, 1.477)
H (0.628, -2.165, 1.858)
H (0.454, 0.537, 2.243)
H (1.887, 1.247, 1.576)
H (1.827, 2.550, -0.520)
H (0.935, 1.414, -1.541)
H (0.276, 3.010, -1.246)
H (-0.764, 2.574, 2.262)
H (0.588, 3.490, 1.566)
H (-0.994, 3.517, 0.776)
H (-1.938, -0.705, -1.964)
H (-2.411, -2.019, -0.871)
H (-3.217, -0.440, -0.788)
H (-2.662, -0.466, 1.709)
H (-1.896, -2.035, 1.459)
H (-1.014, -0.738, 2.273)
H (0.116, -2.119, -0.383)
H (0.348, -0.646, -1.302)
C (-4.904, -1.491, -3.843)
Cl (-6.009, -1.701, -5.200)
Cl (-5.717, -1.806, -2.310)
Cl (-3.481, -2.519, -4.023)
H (-4.571, -0.461, -3.838)

Atom charges from the natural (NBO) analysis, given in e for atoms 1 to 6: -0.621 -0.216 -0.644 0.289 -0.860 -0.450


[6]
This record from the OMol25 dataset describes a cluster of 3 separate species, C12H25Cl5FNO2S in total. The level of theory is ωB97M-V/def2-TZVPD.

The value obtained for the molar mass is 443.67 g mol⁻¹. The value obtained for the frontier orbital gap is 10.827 eV. The spin multiplicity is 1. The LUMO energy comes out at 0.471 eV.

Geometry (Å):
C (1.714, -3.541, 1.064)
C (0.517, -2.721, 0.550)
C (0.952, -1.640, -0.459)
C (1.443, -0.360, 0.217)
C (2.629, 0.241, -0.568)
N (0.380, 0.710, 0.286)
C (-1.022, 0.227, 0.334)
C (-1.762, 0.248, -1.039)
C (-2.423, -1.092, -1.384)
Cl (-0.695, 0.798, -2.383)
S (0.656, 1.515, 1.730)
O (2.015, 1.876, 1.894)
O (0.120, 0.723, 2.784)
F (-0.163, 2.813, 1.596)
H (2.520, -3.582, 0.336)
H (1.422, -4.570, 1.262)
H (2.086, -3.148, 2.006)
H (-0.147, -3.413, 0.035)
H (0.038, -2.285, 1.422)
H (1.790, -2.069, -0.996)
H (0.180, -1.471, -1.202)
H (1.819, -0.614, 1.206)
H (2.213, 0.881, -1.339)
H (3.238, -0.532, -1.024)
H (3.271, 0.835, 0.073)
H (-1.576, 0.932, 0.945)
H (-1.124, -0.733, 0.822)
H (-2.522, 1.016, -0.993)
H (-2.204, -1.833, -0.619)
H (-1.979, -1.457, -2.303)
H (-3.480, -0.973, -1.571)
Cl (-2.963, -2.834, -4.630)
C (-4.058, -1.790, -5.570)
C (-3.870, -0.326, -5.271)
Cl (-4.402, 0.116, -3.625)
H (-5.077, -2.108, -5.365)
H (-3.842, -1.973, -6.621)
H (-4.473, 0.262, -5.962)
H (-2.831, -0.024, -5.372)
Cl (3.617, 2.798, 6.445)
C (2.416, 3.335, 5.240)
C (2.869, 4.556, 4.486)
Cl (2.930, 6.008, 5.522)
H (1.479, 3.512, 5.761)
H (2.275, 2.511, 4.543)
H (2.166, 4.768, 3.682)
H (3.856, 4.411, 4.055)

Atom charges from the natural (NBO) analysis, given in e for atoms 1 to 6: -0.612 -0.408 -0.417 -0.059 -0.616 -0.648


- Which of these has the highest spin multiplicity?
  C12H25BN7RuS2